Computed, not measured: a 10-piece molecular cluster, C27H78N10O14 overall at a distorted geometry, with the ωB97M-V functional and the def2-TZVPD basis.

Output
Lowest unoccupied orbital energy ... 0.240 eV
Energy relative to the best compared isomer or geometry (same formula, charge and spin) ... 1.2304 eV
Structure (SMILES) ... COCCNCCOC.COCCNCCOC.COCCNCCOC.COCCNCCOC.NC(N)=O.NC(N)=O.NC(N)=O.O.O.O
Kohn-Sham gap ... 0.33312 Eh
E_HOMO ... -8.825 eV

Last columns: bonded neighbours and bond lengths (Å).
Geometry (Å):
1 C 1.39605 3.64592 -2.06273  O2 1.379, H10 1.091, H11 1.091, H12 1.089
2 O 1.31651 2.34298 -1.61849  C1 1.379, C3 1.453
3 C 2.37200 2.08969 -0.65271  O2 1.453, C4 1.521, H13 1.090, H14 1.091
4 C 1.99486 0.93346 0.26043  C3 1.521, N5 1.492, H15 1.090, H16 1.091
5 N 1.09600 1.41219 1.35102  C4 1.492, C6 1.480, H17 1.010
6 C 0.41619 0.56475 2.35544  N5 1.480, C7 1.607, H18 1.091, H19 1.090
7 C 1.18376 -0.73997 2.89422  C6 1.607, O8 1.435, H20 1.090, H21 1.092
8 O 0.57035 -1.88681 3.49984  C7 1.435, C9 1.386
9 C -0.49665 -2.58065 2.95139  O8 1.386, H22 1.091, H23 1.091, H24 1.090
10 H 2.40513 4.00070 -2.27851  C1 1.091
11 H 1.03256 4.36293 -1.32490  C1 1.091
12 H 0.80006 3.64255 -2.97447  C1 1.089
13 H 2.66273 2.95615 -0.05793  C3 1.090
14 H 3.17223 1.82493 -1.34478  C3 1.091
15 H 2.95566 0.55966 0.61540  C4 1.090
16 H 1.49062 0.17036 -0.33418  C4 1.091
17 H 0.53063 2.16540 0.98640  N5 1.010
18 H -0.53664 0.21234 1.95701  C6 1.091
19 H 0.16883 1.25973 3.15824  C6 1.090
20 H 2.04611 -0.43804 3.48882  C7 1.090
21 H 1.74163 -1.11054 2.03196  C7 1.092
22 H -1.27307 -1.82260 2.83632  C9 1.091
23 H -0.97741 -3.21228 3.69959  C9 1.091
24 H -0.37961 -3.26205 2.10868  C9 1.090
25 C -1.97391 1.05413 -1.50622  O26 1.403, H34 1.092, H35 1.090, H36 1.090
26 O -1.99968 1.28909 -0.12341  C25 1.403, C27 1.415
27 C -3.32347 1.36849 0.37032  O26 1.415, C28 1.604, H37 1.091, H38 1.091
28 C -4.22763 0.05833 0.17191  C27 1.604, N29 1.455, H39 1.090, H40 1.090
29 N -5.36817 -0.00095 1.07303  C28 1.455, C30 1.412, H41 1.010
30 C -6.34939 0.99344 0.87014  N29 1.412, C31 1.594, H42 1.091, H43 1.091
31 C -7.16396 0.75903 -0.47984  C30 1.594, O32 1.441, H44 1.091, H45 1.091
32 O -7.69918 -0.54779 -0.76823  C31 1.441, C33 1.451
33 C -8.64029 -0.94169 0.26421  O32 1.451, H46 1.090, H47 1.091, H48 1.090
34 H -2.26065 0.00098 -1.52672  C25 1.092
35 H -0.96554 1.05214 -1.91950  C25 1.090
36 H -2.72580 1.66135 -2.00994  C25 1.090
37 H -3.86438 2.29666 0.18022  C27 1.091
38 H -3.10809 1.50019 1.43197  C27 1.091
39 H -3.56729 -0.78735 0.36392  C28 1.090
40 H -4.56294 0.14089 -0.86159  C28 1.090
41 H -5.16037 0.03718 2.06082  N29 1.010
42 H -5.87016 1.95495 1.06146  C30 1.091
43 H -7.00124 0.88522 1.73818  C30 1.091
44 H -6.44807 0.99565 -1.26778  C31 1.091
45 H -7.87190 1.57550 -0.62888  C31 1.091
46 H -9.10456 -0.14296 0.84211  C33 1.090
47 H -8.04794 -1.60465 0.89614  C33 1.091
48 H -9.39069 -1.62761 -0.12899  C33 1.090
49 C -0.17610 7.71815 -4.31637  O50 1.389, H58 1.090, H59 1.091, H60 1.091
50 O -1.09696 6.72223 -4.01894  C49 1.389, C51 1.382
51 C -0.71777 5.41895 -4.28035  O50 1.382, C52 1.542, H61 1.091, H62 1.092
52 C -1.66159 4.46815 -3.51754  C51 1.542, N53 1.526, H63 1.091, H64 1.091
53 N -3.13955 4.57231 -3.88357  C52 1.526, C54 1.484, H65 1.010
54 C -4.07706 3.58941 -3.28559  N53 1.484, C55 1.568, H66 1.091, H67 1.090
55 C -5.55606 3.88825 -3.71213  C54 1.568, O56 1.434, H68 1.090, H69 1.091
56 O -6.41234 2.73911 -3.65295  C55 1.434, C57 1.469
57 C -7.78136 3.06632 -3.23361  O56 1.469, H70 1.091, H71 1.092, H72 1.089
58 H -0.65674 8.69278 -4.22621  C49 1.090
59 H 0.13936 7.72987 -5.36081  C49 1.091
60 H 0.71969 7.82268 -3.70281  C49 1.091
61 H 0.34354 5.24480 -4.09588  C51 1.091
62 H -0.67735 5.09798 -5.32326  C51 1.092
63 H -1.56338 4.50760 -2.43172  C52 1.091
64 H -1.29633 3.47537 -3.78385  C52 1.091
65 H -3.32806 5.55127 -3.71918  N53 1.010
66 H -4.09562 3.69689 -2.19998  C54 1.091
67 H -3.83752 2.57592 -3.60676  C54 1.090
68 H -5.59730 4.33668 -4.70525  C55 1.090
69 H -5.90655 4.62863 -2.99174  C55 1.091
70 H -8.17048 3.96464 -3.71500  C57 1.091
71 H -7.80930 3.48149 -2.22438  C57 1.092
72 H -8.49524 2.24395 -3.24689  C57 1.089
73 C 7.27030 -1.63716 -1.55912  O74 1.429, H82 1.090, H83 1.090, H84 1.091
74 O 6.14267 -2.13110 -0.83262  C73 1.429, C75 1.406
75 C 4.91110 -2.26532 -1.49850  O74 1.406, C76 1.590, H85 1.091, H86 1.091
76 C 3.75461 -2.90752 -0.61705  C75 1.590, N77 1.456, H87 1.091, H88 1.090
77 N 3.65618 -4.35905 -0.67793  C76 1.456, C78 1.428, H89 1.010
78 C 4.69471 -4.95400 0.10132  N77 1.428, C79 1.593, H90 1.090, H91 1.091
79 C 4.51517 -6.53574 0.03272  C78 1.593, O80 1.418, H92 1.090, H93 1.091
80 O 5.72999 -7.25335 0.17457  C79 1.418, C81 1.375
81 C 6.26456 -7.56410 1.40302  O80 1.375, H94 1.091, H95 1.091, H96 1.091
82 H 7.47793 -2.10797 -2.52011  C73 1.090
83 H 8.11978 -1.82564 -0.90261  C73 1.090
84 H 7.25203 -0.55009 -1.64461  C73 1.091
85 H 4.95249 -2.94469 -2.35164  C75 1.091
86 H 4.45817 -1.37849 -1.94474  C75 1.091
87 H 2.80336 -2.57346 -1.03346  C76 1.091
88 H 3.75341 -2.58622 0.42445  C76 1.090
89 H 3.70158 -4.75448 -1.60661  N77 1.010
90 H 4.72621 -4.67539 1.15497  C78 1.090
91 H 5.71046 -4.73881 -0.23450  C78 1.091
92 H 4.08567 -6.88721 -0.90550  C79 1.090
93 H 3.86226 -6.90321 0.82552  C79 1.091
94 H 6.43864 -6.80685 2.16839  C81 1.091
95 H 7.25269 -7.97707 1.19698  C81 1.091
96 H 5.73992 -8.42003 1.83070  C81 1.091
97 N 0.77644 -4.55500 0.03308  C98 1.275, H101 1.011, H102 1.009
98 C 0.04732 -5.56059 0.31958  N97 1.275, N99 1.282, O100 1.199
99 N -1.19785 -5.25582 0.31701  C98 1.282, H103 1.009, H104 1.009
100 O 0.48602 -6.58398 0.76480  C98 1.199
101 H 1.78380 -4.61319 -0.02433  N97 1.011
102 H 0.30644 -3.68644 -0.17487  N97 1.009
103 H -1.82723 -5.98015 0.62981  N99 1.009
104 H -1.60273 -4.42919 -0.09536  N99 1.009
105 N 2.25346 3.04644 3.60764  C106 1.325, H109 1.009, H110 1.011
106 C 3.34283 3.78703 3.75208  N105 1.325, N107 1.325, O108 1.210
107 N 3.29911 4.43237 4.90839  C106 1.325, H111 1.009, H112 1.009
108 O 4.21272 3.76416 2.91171  C106 1.210
109 H 1.60848 3.13703 4.37805  N105 1.009
110 H 1.99036 2.60997 2.73466  N105 1.011
111 H 4.03011 5.03194 5.26025  N107 1.009
112 H 2.41081 4.50155 5.38092  N107 1.009
113 N 0.43968 -5.47066 7.29431  C114 1.309, H117 1.009, H118 1.009
114 C 1.25497 -4.58094 6.78730  N113 1.309, N115 1.310, O116 1.232
115 N 0.71280 -3.50197 6.27824  C114 1.310, H119 1.009, H120 1.009
116 O 2.41230 -4.87192 6.47993  C114 1.232
117 H -0.49929 -5.17826 7.52085  N113 1.009
118 H 0.73724 -6.38181 7.60800  N113 1.009
119 H -0.29562 -3.52177 6.30894  N115 1.009
120 H 1.24189 -3.03612 5.55597  N115 1.009
121 O 5.32872 -0.35594 1.31847  H122 0.959, H123 0.958
122 H 5.59320 -0.81878 0.52078  O121 0.959
123 H 4.91646 -1.02882 1.86169  O121 0.958
124 O -0.35208 -1.69047 -0.20044  H125 0.958, H126 0.958
125 H 0.01822 -0.82774 -0.00801  O124 0.958
126 H -0.99368 -1.52732 -0.89326  O124 0.958
127 O 3.94743 4.89901 -4.76751  H128 0.958, H129 0.958
128 H 3.87469 4.43299 -5.60145  O127 0.958
129 H 4.32591 4.25690 -4.16551  O127 0.958